C2H10NSi | wB97M-V/def2-TZVPD

Geometry as XYZ:
```
14
Properties=species:S:1:pos:R:3:forces:R:3
N -0.8790 -1.6747 0.8081 -2.337 0.430 0.331
C -0.7119 -0.3101 0.1458 3.125 -2.234 -2.715
C 0.7597 0.0141 -0.0144 0.388 2.888 2.738
Si 0.8387 1.9039 -0.7577 -1.242 -2.268 -1.812
H -0.9442 -1.6700 1.8213 0.370 0.823 0.438
H -0.0734 -2.1580 0.6061 2.296 -2.012 -0.767
H -1.7089 -2.2366 0.6012 0.040 0.134 -0.864
H -1.2459 0.2750 0.7481 -1.960 2.985 1.951
H -0.9467 -0.2616 -0.9082 -1.654 -0.757 -0.016
H 1.2732 -0.0990 0.9603 0.038 0.314 -0.388
H 1.3648 -0.4469 -0.7488 -0.040 -1.221 -0.957
H -0.1069 2.8177 -0.1109 0.017 0.008 0.208
H 0.2009 1.4031 -2.1906 0.794 0.991 1.682
H 2.1797 2.4431 -0.9603 0.165 -0.082 0.171
```
Forces are in eV/Å.

Summary:
- Molar mass: 76.195 g/mol
- LUMO: -3.78 eV
- SMILES string: [NH3+]CC[SiH3]
- E_HOMO: -0.53834 hartree
- Energy above the lowest of the compared OMol25 structures with the same formula, charge and spin: 67.13 kcal per mole
- Orbital gap: 10.87 eV
- Net charge: +1

---

C5H13N2 | wB97M-V/def2-TZVPD

Geometry as XYZ:
```
20
Properties=species:S:1:pos:R:3:forces:R:3
C 0.6179 -0.7518 1.4814 0.368 1.033 -2.663
C -1.0626 1.2106 -1.6349 3.041 1.288 -1.072
C 0.3951 -1.4823 0.2654 -2.241 0.318 0.987
C 1.5053 0.4954 1.4097 -0.545 -2.381 -0.904
C -1.4354 0.0043 -1.1800 -1.816 0.235 1.430
N -0.2751 1.3599 -2.7202 0.447 2.942 -1.652
N -0.1025 -0.7797 2.5582 -1.531 -2.736 -0.330
H -0.2412 -2.3833 0.1102 0.522 0.593 0.965
H -0.9276 2.0968 -1.0323 -1.160 0.147 0.497
H -0.3375 -0.6096 -0.4314 0.582 -0.467 0.875
H 1.4418 0.8962 2.3734 0.188 1.413 1.103
H 1.0888 1.1072 0.6042 0.281 0.196 0.294
H 2.5156 0.1815 1.2105 0.461 0.199 -0.327
H -2.1336 0.0699 -0.3619 -0.114 -0.145 0.393
H 1.2109 -1.4973 -0.3625 1.965 -0.021 -1.242
H -1.6063 -0.8511 -1.7709 0.027 -0.687 -1.105
H -0.2107 0.5911 -3.3300 0.090 -0.947 -0.913
H -0.0044 2.3023 -3.2264 -1.016 -2.569 1.999
H -0.7262 -1.5914 2.6815 0.397 0.748 0.249
H 0.2879 -0.3688 3.3559 0.053 0.841 1.414
```
Forces are in eV/Å.

Summary:
- Molar mass: 101.173 g/mol
- LUMO: -3.62 eV
- E_HOMO: -0.43950 hartree
- Energy above the lowest of the compared OMol25 structures with the same formula, charge and spin: 76.16 kcal per mole
- Orbital gap: 8.34 eV
- Net charge: +1

---

C3H3Cl2F3 | wB97M-V/def2-TZVPD

Geometry as XYZ:
```
11
Properties=species:S:1:pos:R:3:forces:R:3
C -0.9962 -0.5391 1.0933 2.572 0.592 -1.118
C 1.7479 0.7404 -0.6775 0.636 0.479 -1.684
C -0.8156 -0.1155 -0.4566 -2.376 -0.184 1.618
F -2.2125 -1.1209 1.2898 0.158 -0.206 0.103
F 2.0711 0.3025 -1.9109 -0.375 0.476 -0.086
F -0.9051 -1.1295 -1.3254 0.401 0.138 0.632
Cl 2.4077 -0.2470 0.4608 0.304 -0.252 1.330
Cl -1.8467 1.2127 -1.0453 0.828 -0.652 0.578
H -0.0802 -1.1709 1.3639 -1.674 -0.127 -0.696
H -0.8180 0.2840 1.8234 -0.738 0.076 -0.996
H 1.4476 1.7833 -0.6152 0.264 -0.340 0.320
```
Forces are in eV/Å.

Summary:
- Molar mass: 166.957 g/mol
- LUMO (alpha / beta): 0.66 / -1.33 eV
- 2S+1: 3
- E_HOMO (alpha / beta): -0.28771 / -0.43220 hartree
- Orbital gap (alpha / beta): 8.49 / 10.43 eV